Entry 1:
Below is H4NP as an isolated structure at a distorted geometry, with properties calculated with ωB97M-V/def2-TZVPD.

```
6
Properties=species:S:1:pos:R:3:nbo_charge:R:1
N -1.4417 1.0537 -0.0628 -1.022
P 0.0142 1.1843 -0.5687 0.789
H -1.5234 0.0917 0.2767 0.342
H 1.8486 -2.6815 0.7799 0.006
H 1.3503 -2.1040 0.5624 -0.008
H -0.2479 2.4558 -0.9874 -0.108
```

- net charge = 0
- 2S+1 = 1

Entry 2:
Below is one molecule with the formula C3H3NO2S at a distorted geometry, with properties calculated with ωB97M-V/def2-TZVPD.

```
10
Properties=species:S:1:pos:R:3:nbo_charge:R:1
S 2.7700 -0.0258 -0.3103 0.043
C 1.1833 -0.0650 -0.0714 0.117
C 0.4507 1.1602 0.1836 -0.133
N -0.7568 1.2433 -0.3270 -0.024
O -1.4179 0.1143 -0.6270 -0.322
C -0.9119 -0.9780 0.0625 0.194
O 0.4206 -1.1942 -0.2099 -0.470
H 0.7945 2.1403 0.3533 0.245
H -0.9615 -0.6363 1.1007 0.147
H -1.5710 -1.7589 -0.1546 0.203
```

- net charge = 0
- 2S+1 = 1
- SMILES string = S=C1C=NOCO1

Number 1: M 49.0 g mol⁻¹, E_HOMO -9.669 eV. Number 2: M 117.1 g mol⁻¹, E_HOMO -9.322 eV.